This record from OMol25 describes a structure of composition C48H30Br2MnN6O4S2. The level of theory is ωB97M-V/def2-TZVPD.

## Properties
- energy relative to the best compared isomer or geometry (same formula, charge and spin) (kJ/mol) = 0.0
- frontier orbital gap (alpha / beta) (eV) = 7.2244 / 6.7307
- lowest unoccupied orbital energy (alpha / beta) (eV) = -0.96 / -1.04

Structure (ORCA input):
```
! wB97M-V def2-TZVPD RIJCOSX def2/J DEFGRID3
* xyz 0 2
Mn -0.148 -0.515 0.415
O 6.389 -1.708 1.907
C 5.952 -1.129 0.906
O 6.452 -0.896 -0.210
C 4.475 -0.666 1.017
C 3.639 -1.220 1.981
C 2.276 -0.982 1.895
N 1.770 -0.195 0.941
C 2.571 0.424 0.065
C 3.937 0.199 0.067
C 1.813 1.274 -0.884
C 2.394 2.164 -1.774
C 1.563 2.965 -2.541
C 0.190 2.871 -2.383
C -0.309 1.946 -1.482
N 0.482 1.152 -0.768
C 1.218 -1.565 2.749
C 1.461 -2.216 3.948
C 0.380 -2.630 4.709
C -0.905 -2.369 4.260
C -1.066 -1.727 3.045
N -0.032 -1.350 2.294
H 4.085 -1.872 2.719
H 4.603 0.605 -0.682
H 3.469 2.241 -1.848
H 1.987 3.673 -3.241
H -0.486 3.499 -2.944
H -1.371 1.820 -1.318
H 2.475 -2.375 4.285
H 0.541 -3.135 5.652
H -1.772 -2.653 4.838
H -2.045 -1.490 2.651
S -7.068 -1.905 -0.503
C -8.026 -0.616 0.082
C -7.267 0.343 0.678
C -5.882 0.036 0.666
C -5.618 -1.162 0.059
C -4.308 -1.789 -0.132
C -3.156 -1.005 0.091
N -1.934 -1.474 -0.047
C -1.768 -2.753 -0.452
C -2.838 -3.613 -0.697
C -2.557 -4.958 -1.119
C -1.286 -5.380 -1.298
C -0.172 -4.500 -1.076
C 1.166 -4.879 -1.275
C 2.180 -3.970 -1.063
C 1.808 -2.676 -0.646
N 0.567 -2.292 -0.429
C -0.423 -3.195 -0.647
C 3.604 -4.280 -1.202
C 4.657 -3.406 -1.151
C 5.918 -4.045 -1.235
C 5.804 -5.394 -1.363
S 4.169 -5.901 -1.366
C -4.134 -3.101 -0.517
H -9.095 -0.634 -0.048
H -7.677 1.242 1.113
H -5.121 0.680 1.093
H -3.226 0.027 0.408
H -3.390 -5.626 -1.299
H -1.084 -6.393 -1.623
H 1.387 -5.889 -1.600
H 2.580 -1.941 -0.476
H 4.580 -2.332 -1.051
H 6.850 -3.503 -1.172
H 6.592 -6.124 -1.440
H -4.986 -3.749 -0.686
Br -2.992 0.039 -3.305
C -1.243 -0.315 -3.973
C -1.013 -0.174 -5.334
C 0.267 -0.436 -5.787
C 1.243 -0.821 -4.879
C 0.890 -0.929 -3.546
N -0.340 -0.678 -3.089
H -1.808 0.127 -6.000
H 0.500 -0.341 -6.840
H 2.255 -1.033 -5.193
H 1.622 -1.220 -2.802
Br 1.638 5.994 4.563
C 0.535 4.711 3.706
C 1.118 3.593 3.131
C 0.303 2.662 2.504
C -1.074 2.842 2.453
C -1.636 3.969 3.040
C -0.836 4.911 3.669
C -1.963 1.831 1.765
O -3.187 1.997 1.772
O -1.383 0.850 1.200
H 2.190 3.455 3.174
H 0.735 1.783 2.047
H -2.709 4.093 2.994
H -1.267 5.790 4.126
*
```

=====

This record from OMol25 describes a structure of composition C48H33N7O5P2Se2Ti at a distorted geometry. The level of theory is ωB97M-V/def2-TZVPD.

## Properties
- energy relative to the best compared isomer or geometry (same formula, charge and spin) (kJ/mol) = 182.1
- frontier orbital gap (eV) = 4.6056
- lowest unoccupied orbital energy (eV) = 3.57

Structure (ORCA input):
```
! wB97M-V def2-TZVPD RIJCOSX def2/J DEFGRID3
* xyz -2 1
Ti -0.156 -0.348 0.027
C 3.727 0.784 -4.045
C 2.803 -0.216 -4.312
C 2.055 -0.765 -3.283
C 2.244 -0.339 -1.967
C 3.190 0.650 -1.703
C 3.912 1.219 -2.741
N 1.516 -0.950 -0.933
C 2.088 -2.017 -0.322
C 3.382 -2.510 -0.561
C 3.842 -3.625 0.121
C 3.029 -4.286 1.037
C 1.735 -3.846 1.265
C 1.250 -2.721 0.595
N -0.008 -2.195 0.671
N -1.020 -2.878 1.270
C -2.157 -2.245 1.091
C -3.400 -2.827 1.483
C -4.563 -2.217 1.125
C -4.527 -0.992 0.411
C -3.304 -0.444 0.125
N -2.138 -1.026 0.445
H 4.294 1.231 -4.854
H 2.670 -0.569 -5.327
H 1.329 -1.550 -3.463
H 3.345 0.954 -0.676
H 4.623 2.009 -2.530
H 4.012 -1.997 -1.278
H 4.850 -3.984 -0.061
H 3.409 -5.151 1.568
H 1.082 -4.350 1.964
H -3.373 -3.762 2.025
H -5.518 -2.661 1.385
H -5.433 -0.493 0.095
H -3.232 0.521 -0.367
O -0.819 2.423 5.167
C -0.630 1.932 4.081
C 0.530 1.050 3.700
O 1.407 0.651 4.438
C 0.347 0.785 2.272
C -0.814 1.411 1.785
O -1.075 1.279 0.525
C -1.507 2.116 2.865
O -2.566 2.707 2.825
O 1.061 0.110 1.431
Se -3.149 2.342 -5.862
P -3.236 0.422 -4.979
C -4.896 0.069 -4.316
C -5.114 -0.872 -3.307
C -6.407 -1.166 -2.905
C -7.492 -0.536 -3.497
C -7.278 0.388 -4.514
C -5.991 0.683 -4.925
C -2.929 -0.876 -6.221
C -2.786 -0.534 -7.564
C -2.590 -1.519 -8.518
C -2.547 -2.855 -8.145
C -2.717 -3.203 -6.812
C -2.920 -2.226 -5.853
C -2.117 0.032 -3.607
C -1.280 0.768 -2.747
N -0.817 -0.149 -1.849
N -1.309 -1.347 -2.153
N -2.074 -1.254 -3.196
P -0.740 2.500 -2.754
Se 0.703 3.162 -1.378
C -0.070 2.763 -4.445
C 0.584 3.972 -4.677
C 1.193 4.224 -5.893
C 1.167 3.264 -6.895
C 0.533 2.055 -6.665
C -0.073 1.800 -5.445
C -2.293 3.442 -2.578
C -3.512 2.827 -2.319
C -4.663 3.586 -2.185
C -4.602 4.966 -2.291
C -3.382 5.587 -2.516
C -2.231 4.830 -2.651
H -4.275 -1.354 -2.824
H -6.568 -1.893 -2.118
H -8.499 -0.751 -3.162
H -8.121 0.879 -4.984
H -5.811 1.416 -5.702
H -2.812 0.512 -7.842
H -2.462 -1.243 -9.557
H -2.378 -3.623 -8.890
H -2.686 -4.244 -6.515
H -3.036 -2.491 -4.812
H 0.632 4.703 -3.880
H 1.692 5.172 -6.057
H 1.651 3.453 -7.846
H 0.513 1.295 -7.437
H -0.548 0.844 -5.290
H -3.579 1.752 -2.233
H -5.611 3.091 -2.013
H -5.504 5.557 -2.185
H -3.330 6.666 -2.590
H -1.272 5.309 -2.810
*
```